1.
{
  "formula": "C3H6N3P",
  "method": "ωB97M-V/def2-TZVPD",
  "mol_weight_g_mol": 115.08,
  "fmax_ev_per_a": 4.6,
  "total_charge": 0,
  "e_tot_ha": -623.459883,
  "smiles": "Nc1cncn1P",
  "relative_energy_kj_mol": 207.5,
  "orbital_gap_ev": 7.6,
  "symbols": ["P", "N", "N", "N", "C", "C", "C", "H", "H", "H", "H", "H", "H"],
  "coordinates": [[-2.13, -0.89, 0.09], [1.80, -1.96, 0.22], [0.43, 1.40, 0.25], [-0.11, -0.89, -0.19], [0.51, -2.21, -0.06], [0.79, 0.07, 0.09], [1.96, -0.64, 0.31], [-2.32, 0.41, 0.35], [2.83, -0.17, 0.70], [-1.69, -1.16, 1.37], [-0.29, 1.87, -0.33], [1.17, 2.04, 0.52], [0.27, -3.21, -0.41]]
}

2.
{
  "formula": "C4H9NO2S",
  "method": "ωB97M-V/def2-TZVPD",
  "mol_weight_g_mol": 135.19,
  "fmax_ev_per_a": 3.7,
  "total_charge": 0,
  "multiplicity": 3,
  "e_tot_ha": -761.024502,
  "relative_energy_kj_mol": 107.6,
  "orbital_gap_ev": [9.0, 6.8],
  "symbols": ["S", "O", "O", "N", "C", "C", "C", "C", "H", "H", "H", "H", "H", "H", "H", "H", "H"],
  "coordinates": [[1.90, 1.51, -0.27], [3.30, -0.53, -0.40], [5.44, -0.83, -0.04], [4.35, -0.47, 0.17], [0.33, 0.58, 0.07], [-0.71, 1.50, -0.41], [0.20, 0.29, 1.54], [0.28, -0.79, -0.69], [0.23, -1.55, 0.02], [-1.74, 0.98, -0.23], [0.58, -0.66, 1.83], [-0.68, -0.72, -1.36], [-0.84, 0.34, 1.99], [0.77, 1.12, 2.14], [-0.67, 1.62, -1.54], [-0.68, 2.49, 0.14], [1.16, -0.87, -1.32]]
}

3.
{
  "formula": "C12H20Cl2GaN2Se",
  "method": "ωB97M-V/def2-TZVPD",
  "mol_weight_g_mol": 411.89,
  "fmax_ev_per_a": 2.9,
  "total_charge": -1,
  "e_tot_ha": -5825.367970,
  "relative_energy_kj_mol": 180.2,
  "orbital_gap_ev": [6.4, 4.2],
  "symbols": ["Se", "Ga", "Cl", "Cl", "N", "N", "C", "C", "C", "C", "C", "C", "C", "C", "C", "C", "C", "C", "H", "H", "H", "H", "H", "H", "H", "H", "H", "H", "H", "H", "H", "H", "H", "H", "H", "H", "H", "H"],
  "coordinates": [[-1.05, -1.26, 2.01], [0.49, -0.60, -0.73], [0.56, -2.78, -0.40], [1.35, 1.04, 0.57], [-0.82, 0.95, 3.81], [1.08, -0.05, 3.53], [1.21, -0.03, -2.69], [2.12, -0.93, 3.03], [1.31, 1.02, 4.37], [-0.59, -0.37, -4.47], [-1.82, 0.60, -2.48], [0.71, -0.87, -3.84], [-0.23, -0.11, 3.16], [-1.25, 0.12, -1.22], [0.11, 1.64, 4.56], [-2.21, 1.29, 3.72], [-1.81, -0.52, -3.55], [2.27, -0.59, -1.90], [-2.72, -0.41, -4.16], [-0.77, -0.96, -5.38], [-1.84, -1.51, -3.09], [2.60, -1.44, 3.88], [2.99, 0.01, -1.35], [1.51, -0.92, -4.60], [-0.17, 2.49, 5.15], [-0.45, 0.68, -4.77], [-2.84, 1.03, -2.35], [0.59, -1.91, -3.48], [-2.69, 1.18, 4.70], [-2.32, 2.33, 3.39], [0.97, 1.03, -2.74], [-1.91, 0.18, -0.34], [-2.68, 0.62, 3.00], [2.63, -1.59, -2.16], [2.30, 1.24, 4.74], [2.86, -0.34, 2.48], [-1.12, 1.40, -2.76], [1.65, -1.66, 2.37]]
}

4.
{
  "formula": "C3H5F2N",
  "method": "ωB97M-V/def2-TZVPD",
  "mol_weight_g_mol": 93.08,
  "fmax_ev_per_a": 4.8,
  "total_charge": 0,
  "e_tot_ha": -371.691738,
  "smiles": "N[C@H]1CC1(F)F",
  "relative_energy_kj_mol": 201.2,
  "orbital_gap_ev": 9.6,
  "symbols": ["F", "F", "N", "C", "C", "C", "H", "H", "H", "H", "H"],
  "coordinates": [[-2.04, 0.89, 0.40], [-0.39, 1.82, -0.59], [0.85, -0.33, -1.23], [-0.06, -0.48, -0.21], [0.16, 0.18, 1.18], [-0.77, 0.83, 0.22], [0.41, -0.83, -2.18], [1.91, -0.67, -0.85], [-0.52, -0.46, 1.81], [1.23, 0.44, 1.62], [-0.78, -1.37, -0.18]]
}

5.
{
  "formula": "C38H29IN2PPdS3Te",
  "method": "ωB97M-V/def2-TZVPD",
  "mol_weight_g_mol": 1001.76,
  "fmax_ev_per_a": 1.4,
  "total_charge": 1,
  "multiplicity": 3,
  "e_tot_ha": -3804.244838,
  "relative_energy_kj_mol": 103.0,
  "orbital_gap_ev": [7.7, 4.8],
  "symbols": ["I", "Te", "Pd", "S", "S", "S", "P", "N", "N", "C", "C", "C", "C", "C", "C", "C", "C", "C", "C", "C", "C", "C", "C", "C", "C", "C", "C", "C", "C", "C", "C", "C", "C", "C", "C", "C", "C", "C", "C", "C", "C", "C", "C", "C", "C", "C", "C", "H", "H", "H", "H", "H", "H", "H", "H", "H", "H", "H", "H", "H", "H", "H", "H", "H", "H", "H", "H", "H", "H", "H", "H", "H", "H", "H", "H", "H"],
  "coordinates": [[-1.47, -0.71, 3.19], [1.58, -3.06, 0.62], [0.34, -0.77, 0.87], [1.99, 0.75, 1.72], [5.67, 0.42, -2.70], [4.00, -0.31, -0.36], [-1.51, 0.05, -0.23], [3.29, 2.13, -0.12], [4.20, 2.10, -1.11], [-2.10, -1.31, -1.29], [-3.11, -3.45, -2.74], [-2.93, -2.22, -3.35], [-5.08, 1.91, -0.35], [0.62, 2.93, -3.10], [1.32, -5.28, 4.30], [-3.30, 3.10, 3.98], [0.19, -6.77, 2.26], [-4.17, 3.31, 2.96], [0.35, 0.77, -2.09], [-4.14, 2.49, 1.80], [1.16, -4.71, 3.04], [-1.12, 2.58, -1.47], [3.03, 0.97, 0.39], [0.32, -4.81, 0.68], [3.81, 5.59, -2.23], [4.53, 3.37, -1.69], [-4.00, 1.05, -0.57], [5.04, 5.86, -2.81], [6.02, 4.88, -2.80], [1.01, 1.60, -2.97], [-2.41, -1.15, -2.63], [-0.75, 1.25, -1.36], [-2.78, -3.62, -1.41], [1.58, -3.29, 2.77], [-0.43, 3.42, -2.33], [-2.42, 1.17, 2.85], [0.37, -7.33, 3.51], [0.93, -6.58, 4.54], [5.78, 3.64, -2.24], [3.55, 4.36, -1.67], [0.58, -5.46, 2.02], [-3.15, 1.46, 1.67], [-5.11, 2.67, 0.79], [-3.03, 0.84, 0.39], [-2.28, -2.55, -0.68], [-2.47, 1.96, 3.96], [4.69, 0.86, -1.46], [-2.03, -2.66, 0.37], [3.04, 6.36, -2.22], [-3.93, 0.54, -1.52], [0.66, -0.26, -1.97], [1.14, 3.58, -3.79], [-4.89, 4.11, 3.00], [0.88, -2.59, 3.22], [2.57, -3.07, 3.15], [-2.91, -4.59, -0.94], [-0.70, 4.46, -2.40], [1.76, -4.69, 5.10], [1.84, 1.23, -3.56], [-0.73, -4.55, 0.57], [-2.24, -0.19, -3.11], [-3.51, -4.28, -3.31], [-3.28, 3.74, 4.85], [1.05, -7.01, 5.52], [-5.88, 3.41, 0.94], [-5.84, 2.02, -1.11], [0.60, -5.46, -0.15], [-3.18, -2.08, -4.40], [-0.26, -7.36, 1.47], [6.99, 5.08, -3.23], [-1.89, 1.70, 4.83], [0.06, -8.36, 3.69], [2.60, 4.14, -1.20], [-1.94, 2.97, -0.88], [5.23, 6.82, -3.27], [6.56, 2.90, -2.22]]
}

6.
{
  "formula": "C12H34Br2O13P3Pb",
  "method": "ωB97M-V/def2-TZVPD",
  "mol_weight_g_mol": 846.32,
  "fmax_ev_per_a": 4.3,
  "total_charge": 1,
  "e_tot_ha": -7820.661336,
  "relative_energy_kj_mol": 178.5,
  "orbital_gap_ev": 7.3,
  "symbols": ["Pb", "Br", "Br", "P", "P", "P", "O", "O", "O", "O", "O", "O", "O", "O", "O", "O", "O", "O", "O", "C", "C", "C", "C", "C", "C", "C", "C", "C", "C", "C", "C", "H", "H", "H", "H", "H", "H", "H", "H", "H", "H", "H", "H", "H", "H", "H", "H", "H", "H", "H", "H", "H", "H", "H", "H", "H", "H", "H", "H", "H", "H", "H", "H", "H", "H"],
  "coordinates": [[2.35, 3.63, -1.05], [-5.49, 0.34, -0.14], [-6.68, 3.43, 0.03], [3.97, 2.30, 2.28], [-2.26, -3.90, -0.07], [1.82, 0.31, -3.31], [-1.11, -3.61, 1.05], [2.43, 1.45, -2.59], [-1.80, -4.55, -1.29], [3.97, 0.79, 2.79], [3.73, 2.51, 0.81], [0.81, 2.14, 0.07], [0.24, 0.26, -3.38], [-3.10, -2.51, -0.31], [2.40, 0.12, -4.80], [-3.36, -4.71, 0.73], [3.01, 3.12, 3.25], [5.48, 2.73, 2.71], [2.26, -1.08, -2.71], [-2.67, -1.65, -1.39], [3.28, -0.26, 2.10], [-5.35, 2.78, 1.33], [-3.02, -6.06, 1.08], [-1.40, -3.20, 2.36], [-0.38, 1.41, 0.15], [1.61, 3.23, 3.10], [-4.42, 1.72, 0.75], [-0.56, 1.31, -3.99], [1.69, -0.67, -5.77], [1.52, -1.85, -1.74], [5.80, 3.77, 3.61], [6.14, 4.67, 3.10], [-1.36, 1.65, -3.33], [1.17, 3.61, 4.02], [0.87, -1.18, -1.17], [-3.87, -6.71, 0.85], [2.22, -1.48, -6.27], [6.66, 3.44, 4.19], [2.19, -2.25, -0.98], [0.12, 2.15, -4.12], [-0.84, -3.76, 3.11], [-2.62, -0.69, -0.87], [-4.90, 3.64, 1.82], [-1.68, -1.91, -1.77], [-6.03, 2.52, 2.14], [3.27, -1.18, 2.69], [-0.11, 0.35, 0.19], [4.99, 4.04, 4.30], [1.10, 2.28, 2.96], [-3.36, -1.64, -2.23], [1.44, 3.99, 2.34], [-1.08, 1.54, 0.98], [1.29, -0.11, -6.62], [-3.77, 1.19, 1.44], [-2.19, -6.41, 0.47], [2.24, 0.07, 2.05], [1.06, -2.65, -2.32], [-2.81, -6.13, 2.14], [-1.08, -2.16, 2.40], [-1.02, 1.65, -0.71], [3.61, -0.45, 1.08], [-3.70, 2.13, 0.04], [-2.43, -3.33, 2.68], [0.79, -1.12, -5.34], [-1.04, 0.96, -4.90]]
}